Entry 1:
{"formula": "C4H37NO15", "method": "wB97M-V/def2-TZVPD", "symbols": ["N", "C", "C", "C", "C", "H", "H", "H", "H", "H", "H", "H", "H", "H", "O", "H", "H", "O", "H", "H", "O", "H", "H", "O", "H", "H", "O", "H", "H", "O", "H", "H", "O", "H", "H", "O", "H", "H", "O", "H", "H", "O", "H", "H", "O", "H", "H", "O", "H", "H", "O", "H", "H", "O", "H", "H", "O"], "xyz": [[1.8121, -0.5759, 0.6735], [0.5795, -0.0845, 0.2076], [0.3485, 0.1039, -1.0972], [-0.8076, 0.8139, -1.5934], [-1.1066, 1.0265, -2.8751], [1.7399, -1.3470, 1.3277], [2.4741, -0.8083, -0.0547], [0.0130, 0.3771, 1.0139], [0.8576, -0.4335, -1.8767], [-1.4768, 1.1468, -0.8174], [-2.0434, 1.5221, -3.1631], [-0.5809, 0.8489, -3.7925], [3.2406, 1.0020, -1.3282], [3.9927, 2.2220, -1.8310], [3.2335, 1.9905, -1.2947], [0.6711, 2.9394, -0.8148], [-0.4016, 3.4901, -1.7054], [-0.2375, 3.2917, -0.7784], [-3.4340, -0.6112, 0.1753], [-2.3890, -0.0317, 1.2029], [-2.4920, -0.6285, 0.4062], [-0.4058, 3.6524, 1.8551], [0.8057, 2.7107, 1.8021], [-0.0980, 2.7960, 2.1683], [-1.2470, -1.7042, 0.1091], [-1.2585, -3.2097, -0.1678], [-0.6373, -2.4713, -0.0933], [-0.2765, 0.2574, 3.6549], [-0.3091, -1.0387, 4.6656], [-0.0506, -0.6575, 3.8260], [3.2925, -1.5884, -1.8351], [4.4901, -0.7899, -2.3478], [3.6439, -0.6507, -1.9121], [2.5290, 1.1769, 1.3979], [2.5367, 2.3780, 0.5850], [2.5069, 2.1420, 1.5276], [0.4870, -3.6351, 0.9093], [1.7983, -3.8373, 1.8515], [1.4547, -3.7580, 0.9614], [-3.7761, 0.0320, -2.1309], [-3.5371, 1.2209, -1.1272], [-4.1117, 0.4841, -1.3571], [-0.8656, -1.5463, -2.9322], [-0.4017, -2.4749, -1.8601], [-0.4187, -2.3966, -2.8358], [2.3217, -3.4222, -0.4314], [1.9707, -2.9597, -1.9285], [2.7013, -3.1330, -1.3166], [-2.7621, 1.8928, 1.8950], [-1.3391, 1.6500, 2.1948], [-2.2126, 1.1866, 2.2922], [-0.5114, -2.1443, 3.1340], [-1.6990, -2.9878, 2.5444], [-0.7479, -2.9464, 2.6157], [-1.9214, 2.8597, -0.0415], [-3.0999, 3.7795, 0.0554], [-2.8447, 2.8787, 0.2877]], "fmax_ha_per_bohr": 0.036, "spin_multiplicity": 1, "homo_lumo_gap_ha": 0.3046, "e_above_lowest_kcal_mol": 79.20}


Entry 2:
{"formula": "C4H38N2O15", "method": "wB97M-V/def2-TZVPD", "symbols": ["O", "C", "N", "C", "N", "C", "C", "H", "H", "H", "H", "H", "H", "H", "H", "H", "H", "H", "H", "O", "H", "H", "O", "H", "H", "O", "H", "H", "O", "H", "H", "O", "H", "H", "O", "H", "H", "O", "H", "H", "O", "H", "H", "O", "H", "H", "O", "H", "H", "O", "H", "H", "O", "H", "H", "O", "H", "H", "O"], "xyz": [[0.7850, 2.4460, 0.5958], [0.4573, 1.4100, -0.0147], [-0.9181, 1.0856, 0.1769], [-1.4855, -0.1927, -0.2960], [-1.1540, -1.2457, 0.7141], [1.3901, 0.6030, -0.8436], [1.0125, 0.6859, -2.3779], [-1.2861, 1.5510, 0.9365], [-2.5870, -0.0085, -0.4410], [-1.0471, -0.4345, -1.2317], [-1.9638, -1.7977, 0.7691], [-0.4336, -1.8628, 0.5916], [1.2529, -0.4831, -0.6472], [2.5216, 0.8305, -0.4629], [1.6820, 1.1021, -3.1184], [0.5235, -0.3348, -2.7648], [0.2839, 1.5171, -2.4612], [0.8485, -4.0050, -0.0167], [1.8658, -2.7554, -0.0696], [0.9636, -3.1077, 0.2885], [-2.4700, 4.0575, -0.4575], [-2.7671, 3.6348, 0.7631], [-3.2222, 3.8717, -0.1807], [2.3207, 2.6105, 1.3293], [2.5249, 1.7019, 2.6177], [3.0540, 2.2809, 1.9618], [2.3586, 2.6348, -1.1175], [3.4391, 3.3677, -2.0612], [3.3311, 2.6701, -1.4965], [-2.2907, -2.1480, -2.4226], [-1.7372, -3.0751, -3.4397], [-1.8150, -2.9968, -2.5013], [4.2325, -2.2294, -0.0226], [3.6954, -2.7803, -1.5499], [3.5254, -2.7876, -0.6827], [-3.8585, 2.4732, -1.0595], [-4.8502, 1.5317, -1.1787], [-4.0478, 1.6932, -1.5173], [-1.0211, -0.7975, 4.2476], [-0.0512, -1.4774, 3.2370], [-0.1172, -1.0959, 4.1002], [-3.2115, -0.5190, -3.5230], [-3.3307, 0.3530, -2.2394], [-2.9471, -0.4600, -2.6588], [-2.6453, 1.8936, 2.5377], [-1.6124, 3.1066, 2.1552], [-2.4970, 2.8467, 2.1292], [-1.4672, -4.9870, -0.3459], [-1.1133, -4.3889, -1.6861], [-0.8150, -5.0723, -1.0900], [4.7590, 0.6440, 0.3339], [4.1906, 0.0959, 1.4515], [4.8650, -0.1382, 0.7783], [-0.1516, 0.9043, 3.2588], [-1.2220, -0.0239, 2.3967], [-1.0955, 0.6948, 2.8980], [1.2459, -1.0509, 1.2938], [2.0633, -1.3688, 2.5765], [2.0397, -0.6733, 1.8380]], "fmax_ha_per_bohr": 0.244, "spin_multiplicity": 1, "homo_lumo_gap_ha": 0.3699, "e_above_lowest_kcal_mol": 190.54}


Entry 3:
{"formula": "C4H38NO14", "method": "wB97M-V/def2-TZVPD", "symbols": ["C", "C", "C", "C", "N", "H", "H", "H", "H", "H", "H", "H", "H", "H", "H", "H", "H", "O", "H", "H", "O", "H", "H", "O", "H", "H", "O", "H", "H", "O", "H", "H", "O", "H", "H", "O", "H", "H", "O", "H", "H", "O", "H", "H", "O", "H", "H", "O", "H", "H", "O", "H", "H", "O", "H", "H", "O"], "xyz": [[2.3880, -3.7755, -0.6259], [2.5035, -2.2585, -0.3753], [2.2556, -1.3710, -1.5647], [2.7231, -1.4515, -2.8188], [1.3502, -0.2039, -1.3996], [2.8620, -4.3843, 0.1761], [1.2727, -4.0589, -0.9896], [2.9493, -4.1660, -1.3839], [1.6456, -1.9859, 0.3725], [3.4523, -2.0082, 0.0941], [3.3423, -2.3308, -3.2240], [2.2073, -0.6179, -3.4826], [1.5037, 0.4406, -0.6096], [0.3931, -0.5762, -1.2459], [1.2531, 0.5466, -2.1813], [-2.5098, -3.2150, 1.6572], [-2.1521, -2.4519, 2.9462], [-2.5253, -3.2275, 2.6667], [-1.0478, 5.1913, 1.0888], [-0.9290, 4.9778, -0.3399], [-0.4055, 5.3732, 0.4675], [-0.4637, -2.3819, 4.0162], [0.2750, -0.9873, 3.5287], [-0.3014, -1.7640, 3.2627], [0.0644, 1.2378, 4.7305], [1.2574, 1.4588, 4.1550], [0.6800, 0.7237, 4.3078], [1.1014, 3.7896, 0.3781], [2.3380, 3.7378, 1.1311], [1.6084, 3.1607, 0.8072], [0.8863, 1.4709, 1.2788], [-0.1513, 0.4441, 1.3705], [0.7291, 0.5093, 1.1333], [-0.2735, -3.4360, 0.4339], [-1.3169, -2.2728, 0.6239], [-1.2973, -3.2201, 0.3375], [-2.1394, 0.3041, 1.3950], [-1.4828, -0.3915, 2.5906], [-1.5973, -0.3618, 1.6356], [0.4130, 2.6232, -2.1716], [0.7993, 1.7983, -3.4105], [1.0738, 2.1173, -2.5808], [-4.2127, 0.3568, -2.6760], [-3.9372, 1.1122, -1.3806], [-3.5166, 0.7188, -2.0758], [-0.8590, 3.1220, 2.1183], [-0.6885, 4.3173, 2.9899], [-1.3606, 3.7332, 2.5951], [-1.4296, 0.6767, -3.9485], [-1.4411, -0.5102, -3.0812], [-0.7854, 0.1716, -3.4275], [-0.7362, 1.5410, -1.3409], [-2.0265, 2.2509, -1.5020], [-1.1788, 2.3286, -1.0309], [-0.1986, -2.6752, -1.9834], [-1.6160, -2.2178, -1.5584], [-0.7483, -1.9325, -1.8792]], "fmax_ha_per_bohr": 0.097, "s_squared": 0.75, "spin_multiplicity": 2, "homo_lumo_gap_ha": [0.0943, 0.3673], "e_above_lowest_kcal_mol": 19.83}


Entry 4:
{"formula": "C4H38NO15", "method": "wB97M-V/def2-TZVPD", "symbols": ["C", "C", "C", "C", "O", "N", "H", "H", "H", "H", "H", "H", "H", "H", "H", "H", "H", "H", "O", "H", "H", "O", "H", "H", "O", "H", "H", "O", "H", "H", "O", "H", "H", "O", "H", "H", "O", "H", "H", "O", "H", "H", "O", "H", "H", "O", "H", "H", "O", "H", "H", "O", "H", "H", "O", "H", "H", "O"], "xyz": [[-0.7887, 0.1244, -0.4812], [-0.9712, -1.3542, -0.0692], [-2.4108, -1.8422, 0.2745], [-3.3403, -1.3232, -0.7971], [-2.9927, -1.0105, -1.8932], [-0.0477, -1.4389, 1.1634], [-1.4049, 0.7636, 0.1536], [-1.1041, 0.2407, -1.5145], [0.2736, 0.3249, -0.3685], [-0.5092, -2.0768, -0.7365], [-2.6100, -1.3836, 1.2703], [-2.3597, -2.9430, 0.2746], [-4.4206, -1.1938, -0.5077], [-0.5282, -1.5321, 2.0638], [0.6616, -0.7172, 1.0638], [0.4788, -2.3729, 1.0393], [2.4998, 0.9728, -1.4353], [2.9526, 1.3459, -2.8936], [2.3577, 1.6002, -2.1746], [3.4591, -2.1309, 0.9949], [3.1581, -2.2970, -0.5346], [2.9840, -2.6587, 0.3605], [0.1021, -4.5427, 0.4382], [1.6183, -3.9856, 0.2223], [0.7853, -3.9289, 0.7127], [-1.5433, 2.5943, -0.7178], [-2.6308, 3.4551, -0.1118], [-2.1466, 2.6381, 0.0615], [-1.9961, 1.5878, 4.6170], [-0.8894, 1.5523, 3.5700], [-1.1460, 1.1561, 4.4648], [3.9454, -0.4596, -0.5229], [3.5747, 0.7216, 0.4609], [3.2240, -0.0151, -0.0771], [0.5624, 2.6112, -0.6757], [0.3223, 2.3623, -2.1738], [-0.0191, 2.8531, -1.4078], [-0.9419, -1.9765, -3.9933], [-1.2942, -1.1687, -2.7375], [-0.5556, -1.5928, -3.1967], [-1.2226, 2.3702, 1.6348], [0.0793, 2.8684, 2.3223], [-0.4462, 2.0755, 2.1552], [1.0808, 0.7865, 3.1741], [2.4286, 0.2650, 3.6917], [1.8155, 0.1998, 2.9488], [0.9666, 5.2990, 0.7583], [0.5747, 4.1751, -0.1243], [0.9461, 4.3316, 0.7600], [2.8746, -2.3591, -2.9742], [1.8334, -1.5726, -2.3619], [2.7836, -1.7080, -2.2662], [-0.9489, 0.9784, -4.5945], [0.1666, 0.2865, -3.8075], [-0.2605, 1.1430, -3.9460], [-1.8109, -0.0291, 3.5656], [-2.8812, -1.1752, 3.6749], [-2.2531, -0.7865, 3.0499]], "fmax_ha_per_bohr": 0.051, "s_squared": 0.76, "spin_multiplicity": 2, "homo_lumo_gap_ha": [0.2776, 0.1301], "charge": 2}